[1]
17
Properties=species:S:1:pos:R:3:nbo_charge:R:1 method="wB97M-V/def2-TZVPD" smiles="CNCC(N)=O.O" lumo_energy_ev=0.75 orbital_gap_ev=9.9957
O -0.21825 -2.20844 -1.38094 -1.0206
O 1.20547 -0.16971 2.44919 -0.6136
N -0.61660 0.52710 -0.17836 -0.6643
N 1.56232 -1.46496 0.62805 -0.7904
C 0.66940 0.82967 0.43123 -0.3036
C -1.56954 1.73082 -0.36779 -0.4177
C 1.17757 -0.32432 1.22422 0.6255
H 1.69645 -2.37583 1.09700 0.4106
H 0.56905 1.77877 1.05001 0.2064
H -0.28087 -2.30780 -2.35171 0.4855
H 1.37160 -1.57719 -0.28292 0.3991
H -1.00130 2.65024 -0.48863 0.2060
H -2.12310 1.36036 -1.29502 0.2165
H -1.15101 -0.16000 0.36465 0.3610
H -0.48252 -1.25899 -0.98665 0.5050
H -2.15315 1.74450 0.55205 0.1988
H 1.34449 1.22578 -0.46438 0.1958

***

[2]
9
Properties=species:S:1:pos:R:3:mulliken_spin:R:1 method="wB97M-V/def2-TZVPD" lumo_energy_ev="0.77 / -2.44" orbital_gap_ev="7.0192 / 7.5457" spin_multiplicity=3
P -1.20158 1.16458 0.76231 0.9555
O -2.81961 0.02700 -1.16959 0.3946
O 0.31940 -1.18611 -1.28080 0.0119
C 0.51253 0.29184 0.64075 0.1561
C 0.96236 -0.82868 -0.33559 -0.0278
C -2.03643 0.38727 -0.41740 0.4897
H 1.18323 1.10237 0.38403 0.0117
H 1.99032 -1.05648 -0.08621 0.0080
H 1.08977 0.09822 1.50251 0.0004

***

[3]
62
Properties=species:S:1:pos:R:3:mulliken_spin:R:1 method="wB97M-V/def2-TZVPD" lumo_energy_ev="-10.82 / -8.33" orbital_gap_ev="7.6746 / 10.1156" total_charge=+3 spin_multiplicity=7
Eu -0.18599 -0.04529 0.31458 6.0647
P 1.77795 1.08997 -1.77981 -0.0132
N 1.77868 -1.75887 -0.02529 -0.0098
N -1.11817 2.25880 -0.68878 -0.0093
N -0.76631 1.86240 2.16660 -0.0052
N 1.69329 0.31409 2.11417 -0.0046
N -1.32296 -1.25597 2.34658 -0.0082
N -2.60337 -0.28958 -0.78910 -0.0023
N -0.93340 -2.60567 -0.26319 -0.0136
C 3.46369 0.40157 -1.82313 -0.0013
C 1.36019 -2.55602 -1.20093 0.0012
C 0.39572 2.13368 3.06611 -0.0021
C -0.75195 3.38218 0.21502 0.0018
C -2.22109 -2.36192 1.91230 -0.0011
C -1.49641 -3.26959 0.94935 0.0019
C -3.09506 -1.65252 -1.13282 0.0012
C -1.34148 3.10125 1.56978 -0.0007
C 1.17314 0.81248 -3.47757 -0.0019
C 0.21301 -3.42751 -0.77745 -0.0015
C -1.92501 -2.56272 -1.37528 0.0027
C 1.71390 1.76294 2.43844 0.0043
C 2.10497 2.88334 -1.76243 -0.0021
H 2.65952 -1.29419 -0.22231 0.0012
H -1.49481 1.48608 2.76016 0.0000
H 0.54698 -4.10846 0.00551 0.0000
H 1.13570 -0.25152 -3.71309 0.0002
H -0.65694 -3.70941 1.49022 -0.0002
H -1.20338 3.95263 2.23718 -0.0001
H 0.26008 1.55299 3.98180 -0.0001
H 2.16705 -3.16922 -1.60481 -0.0006
H 1.87976 2.31431 1.50917 -0.0020
H -2.54854 0.24428 -1.65333 0.0003
H 1.84711 1.29350 -4.18929 -0.0005
H 3.45648 -0.65055 -2.11408 0.0001
H 2.60325 0.03839 1.75608 0.0001
H 0.17647 1.23332 -3.62323 0.0002
H 1.05261 -1.86645 -1.99461 -0.0001
H -2.42072 2.95522 1.47808 -0.0003
H -2.14067 -4.10824 0.66472 -0.0001
H -3.32207 0.19512 -0.25581 0.0007
H -0.77403 2.45988 -1.62415 0.0012
H -1.11284 4.33776 -0.16668 -0.0006
H -2.13014 2.28204 -0.79041 0.0011
H 0.33499 3.44674 0.26681 -0.0006
H -1.85054 -0.66299 2.98108 0.0021
H 4.05139 0.93579 -2.57149 -0.0003
H 2.79915 3.11277 -2.57291 -0.0004
H 2.52742 2.02256 3.11628 -0.0004
H -0.59350 -1.64878 2.94048 0.0006
H -2.54778 -2.96074 2.76358 -0.0004
H 2.56363 3.19924 -0.82452 -0.0001
H -3.71577 -1.62744 -2.02873 -0.0004
H 0.40460 3.18139 3.36815 0.0002
H 3.97167 0.51127 -0.86310 0.0003
H -3.11344 -1.90628 1.49649 -0.0003
H 1.20211 3.47182 -1.92586 -0.0001
H -0.11199 -4.06105 -1.60367 -0.0007
H -2.28251 -3.57494 -1.58982 -0.0011
H -1.38903 -2.23184 -2.27135 -0.0011
H 1.60648 -0.20567 2.98521 0.0009
H 1.98782 -2.39519 0.74134 0.0006
H -3.73893 -2.01121 -0.33621 -0.0005

***

[4]
52
Properties=species:S:1:pos:R:3:nbo_charge:R:1 method="wB97M-V/def2-TZVPD" smiles="CCCCC[C@@H](O)CCC(=O)NNC1=CC(=O)CC(C)(C)C1" lumo_energy_ev=0.60 orbital_gap_ev=9.1099
O -3.25868 -1.07492 -1.25970 -0.7179
O 5.88934 -2.86193 -0.51385 -0.5688
O 0.39069 1.26711 0.02316 -0.6387
N 2.70033 0.31616 0.94577 -0.4237
N 1.57535 -0.48664 0.74368 -0.4462
C -3.27326 -0.94856 0.14455 0.1078
C 6.20604 0.73878 -0.22598 -0.0269
C 0.42730 0.08352 0.30087 0.6668
C 6.69289 -0.68341 0.06031 -0.5050
C -4.56085 -0.27626 0.63596 -0.4185
C -7.45127 0.88088 0.05274 -0.3944
C -0.74327 -0.86294 0.18754 -0.4970
C 5.61663 -1.73572 -0.13992 0.5522
C 4.98408 1.01305 0.66192 -0.4460
C -7.10797 -0.45227 0.72030 -0.3882
C -2.03733 -0.18276 0.63729 -0.4137
C -5.79730 -1.08934 0.25806 -0.3994
C 4.26589 -1.32377 0.16999 -0.4565
C 5.82885 0.87930 -1.70199 -0.6170
C 3.94741 -0.06276 0.53776 0.2882
C -7.66731 0.76226 -1.45141 -0.6088
C 7.31059 1.74317 0.10940 -0.5977
H -0.56557 -1.77522 0.75727 0.2066
H 7.54703 -0.93852 -0.56886 0.2334
H 6.69252 0.67744 -2.33071 0.2145
H 7.60696 1.66095 1.15304 0.2066
H 6.96987 2.76042 -0.07173 0.2079
H 1.64340 -1.43849 1.06779 0.4066
H -0.85186 -1.13484 -0.86687 0.2550
H -3.30473 -0.18920 -1.64036 0.4620
H -3.23494 -1.98031 0.51235 0.1702
H -4.61827 0.72134 0.19443 0.1928
H 5.30479 1.06599 1.70745 0.2305
H -2.06324 -0.10776 1.72508 0.2086
H -7.06079 -0.29887 1.80166 0.1961
H 5.48069 1.88836 -1.91325 0.2074
H 3.50928 -2.08577 0.05458 0.2161
H 4.54540 1.98055 0.40518 0.2165
H -2.05178 0.83053 0.22745 0.2219
H 8.18618 1.56161 -0.50884 0.2142
H -5.71421 -2.07722 0.71782 0.2009
H -5.81138 -1.23783 -0.82195 0.2105
H -6.75092 0.47333 -1.95922 0.1985
H 7.01811 -0.75603 1.10292 0.2257
H -4.51243 -0.16189 1.72033 0.2051
H -7.91993 -1.15638 0.52319 0.1996
H -7.99481 1.71501 -1.86173 0.2100
H -6.66513 1.61109 0.25254 0.1912
H -8.42892 0.01618 -1.66754 0.2022
H -8.36773 1.26159 0.51041 0.2017
H 2.43135 1.29291 0.85143 0.4166
H 5.04288 0.17806 -1.97034 0.2207

***

[5]
18
Properties=species:S:1:pos:R:3:nbo_charge:R:1 method="wB97M-V/def2-TZVPD" lumo_energy_ev=-4.86 orbital_gap_ev=8.4754 total_charge=+1
O 2.78737 -0.16949 -0.75334 -0.3578
O 4.35809 0.38015 0.61423 -0.4761
N 0.21891 -0.51583 0.69058 -0.0323
N -2.07867 1.04655 -0.10055 -0.4266
N 0.09007 0.65024 0.26171 -0.0968
N -2.55413 -0.00966 0.73058 -0.6845
N -0.15299 -1.47299 -0.19004 -0.2296
N -0.81488 -0.76619 -1.20116 -0.4493
N 3.30179 -0.33248 0.31920 0.3544
C -0.85685 0.67334 -0.76120 0.1757
H 0.76656 -0.57043 1.61490 0.4869
H 4.78595 0.95014 -0.13187 0.4870
H -0.36215 -0.86436 -2.10493 0.4094
H -3.42078 -0.30810 0.46203 0.3734
H -1.93356 1.93409 0.35314 0.3852
H -2.83003 0.34324 1.69319 0.3707
H -0.62706 1.43407 -1.67587 0.2632
H -0.67764 -2.40229 0.17938 0.4472

***

[6]
5
Properties=species:S:1:pos:R:3:nbo_charge:R:1 method="wB97M-V/def2-TZVPD" smiles="N#CON=O" lumo_energy_ev="-2.69 / -2.69" orbital_gap_ev="9.1876 / 9.1890"
O -0.22371 -0.38386 0.10259 -0.4310
O 1.06557 -2.23811 0.13052 -0.2157
N 0.04461 -1.64858 0.43928 0.4966
N -0.69763 2.19780 -0.07120 -0.3150
C -0.33904 1.13989 -0.44440 0.4651